Density functional theory data (ωB97M-V/def2-TZVPD) for a molecular structure, C18H18F3NO7Pt at a distorted geometry.

```
48
Properties=species:S:1:pos:R:3:forces:R:3:lowdin_charge:R:1
C -7.01902 0.99654 -1.15295 1.3936 -0.4565 0.0593 -0.053
C -5.98051 -0.17364 -1.31534 -1.6605 0.6358 -0.0650 -0.223
O -5.42571 -0.45330 -0.01836 0.7370 -0.0786 -0.0676 -0.141
C -4.44605 0.49269 0.31694 0.0642 0.2637 -0.3386 -0.211
C -3.75951 0.12820 1.62887 -1.1834 0.2337 -0.4782 -0.009
O -2.73059 -0.94445 1.37026 0.8719 0.1917 0.8423 0.021
C -1.50319 -0.49561 1.34147 -1.0122 -0.7464 -1.0121 -0.179
C -0.99699 0.01332 0.14493 1.6129 0.4066 0.0424 0.130
C 0.33564 0.43983 0.15553 -0.4336 -0.1239 0.3026 0.086
C 1.16146 0.35756 1.38364 0.8651 0.4855 -0.8626 -0.014
C 0.71470 -0.12035 2.55818 -0.8494 0.4803 -0.3458 0.082
C -0.67396 -0.58153 2.58113 0.7198 -0.1799 0.6688 -0.144
N -1.22493 -1.11764 3.69777 1.7528 1.9032 -1.1581 0.206
C 2.62258 0.83136 1.21830 -0.1279 0.0862 -0.9739 -0.255
O 3.20301 1.41745 2.08716 -0.2255 -0.5367 0.0280 0.198
C 3.22498 0.51805 -0.14692 0.2683 -0.1922 0.5235 -0.002
C 4.69885 0.08839 -0.16935 -0.5972 0.2204 0.1768 -0.052
O 4.70993 -1.22617 -0.76428 0.1627 0.3217 0.7430 0.046
C 5.56965 -2.07994 -0.13884 0.3354 -1.2244 -1.6535 -0.700
F 6.76633 -1.52189 0.04405 -0.4034 -0.0467 0.6582 0.196
F 5.73521 -3.12587 -0.95608 -0.1646 0.3399 0.2582 0.185
F 5.06877 -2.57582 1.00606 0.2768 0.7312 0.1508 0.166
C 2.48152 0.58886 -1.27109 -0.6303 -0.1726 0.0115 -0.034
C 2.98134 0.27192 -2.68503 -1.3235 1.4298 0.6751 0.011
C 4.21974 1.05684 -3.14529 1.5728 -0.7645 -1.0724 -0.476
O 4.92964 0.56733 -3.98078 -0.5003 -0.0561 0.4513 0.159
O 4.55618 2.27703 -2.61165 -1.0792 -1.0424 1.0187 0.100
C 1.00998 0.97917 -1.12757 0.9883 -0.1952 0.0685 -0.247
O 0.40700 1.61357 -1.94480 -0.2710 -0.3858 0.4067 0.204
H -7.84223 0.89635 -1.86926 0.2742 0.2604 0.2349 0.084
H -7.37323 0.94796 -0.11228 -0.2232 0.0008 -0.4714 0.086
H -6.45784 1.93775 -1.27233 -0.6651 -0.0827 -0.1350 0.072
H -6.53112 -1.05435 -1.67551 0.5055 0.0187 0.4551 0.125
H -5.20390 0.07442 -2.06040 -0.0828 -0.1347 0.3854 0.118
H -4.85673 1.51890 0.43209 -0.0002 -0.3882 0.1189 0.148
H -3.74535 0.55427 -0.54570 0.0640 0.1552 0.5935 0.125
H -3.23759 0.97354 2.10183 -0.2831 -0.2600 -0.2103 0.145
H -4.49655 -0.32043 2.31356 0.4864 0.0923 -0.2057 0.157
H -1.58724 0.05751 -0.77379 0.0981 -0.0277 0.4412 0.158
H 1.37087 -0.15189 3.43400 -0.3232 -0.0061 -0.1707 0.161
H -0.55458 -0.92414 4.45251 -0.4200 -0.2835 0.3113 0.144
H -1.18105 -2.21064 3.49903 -1.9256 -0.9526 0.7953 0.012
H 5.10307 0.06655 0.85506 -0.1438 0.0997 -0.4090 0.148
H 5.30118 0.76936 -0.78508 -0.1695 -0.2182 0.3199 0.139
H 3.09491 -0.81662 -2.76719 0.5503 0.4395 -0.1631 0.151
H 2.16312 0.56107 -3.37417 0.4045 -0.1311 0.1955 0.145
H 5.51656 2.22399 -2.47975 -0.0040 0.5138 -0.6055 0.134
Pt -0.32457 -3.45799 3.00758 0.6977 -0.6232 -0.5383 0.698
```
Positions in Å, forces in eV/Å.

Computed properties:
E_LUMO: -11.761 eV
Molecular weight: 612.414 u
Charge: +2
E_HOMO: -15.06 eV
Kohn-Sham gap: 3.3 eV
Energy: -1696.12823 a.u.
Maximum force: 2.835 eV/Å

Density functional theory data (ωB97M-V/def2-TZVPD) for 8 unconnected molecules or ions with the total composition C51H48FN8O17S at a distorted geometry.

```
126
Properties=species:S:1:pos:R:3:forces:R:3:lowdin_charge:R:1
C -1.59308 3.29403 1.19397 -0.1845 0.7128 -0.1146 -0.118
C -1.52166 1.90594 2.12427 0.9874 0.6909 -0.5806 -0.594
S -3.32191 1.39330 2.25671 -0.0802 -0.4331 -0.0904 0.690
C -0.69594 2.31327 3.50173 -1.7318 0.0361 2.2155 -0.231
O -1.20746 2.44839 4.72789 3.4447 -0.3788 -7.2409 -0.049
N 0.72317 2.41812 2.97115 -1.4213 0.2310 1.2997 0.051
C 0.99633 1.48282 1.80064 -1.0515 0.7772 -1.5015 -0.186
C 2.36261 0.57780 1.78193 6.2129 -3.7580 0.6011 -0.392
O 3.47011 1.02682 2.43571 -6.0832 -1.0300 -2.8528 -0.177
O 2.54293 -0.70737 1.05773 -2.4867 6.5410 2.8012 -0.280
C -0.46659 0.78848 1.55137 0.2964 -0.2483 -2.7464 -0.220
C -0.70195 -0.80036 1.87455 -1.1440 -0.3017 0.4041 -0.171
C -0.83745 -1.17421 3.46789 0.4750 -1.2487 -0.2279 -0.169
C 0.52688 -0.95361 4.34962 -0.6563 -0.1652 1.4823 -0.120
F 1.53403 -2.06623 4.19136 -2.2718 2.3932 0.0412 -0.154
H -0.80247 4.09927 1.54324 -1.5099 -1.7992 -0.7878 0.080
H -1.41426 3.06878 0.05610 -0.4405 0.1872 2.5325 0.077
H -2.65595 3.82464 1.27093 2.2547 -1.4001 0.1448 0.077
H -3.90917 1.44738 0.95485 1.5689 0.1787 1.3262 -0.103
H 1.05951 3.41700 2.82204 -0.5362 -1.9995 0.5686 0.118
H 1.13995 2.18663 0.85870 -0.2541 -1.7371 2.0130 0.117
H -0.56714 0.83495 0.36753 0.0845 -0.1417 2.5092 0.126
H -1.75083 -1.08736 1.38132 2.0853 0.7743 1.0815 0.095
H 0.08166 -1.52539 1.34387 -1.2235 2.1357 1.3191 0.122
H -1.77265 -0.66314 4.00323 2.2388 -0.7596 -1.2087 0.112
H -1.07232 -2.34388 3.50937 0.5544 2.4581 0.0204 0.123
H 0.19397 -1.00339 5.49502 0.8298 -0.0740 -2.4669 0.111
H 1.04671 0.08617 4.21527 -0.6871 -2.2203 -0.1806 0.113
C -1.94162 -4.26974 -3.52257 0.0345 0.0581 0.0462 -0.063
C -2.95967 -3.53311 -4.13011 0.1950 0.2162 0.3327 -0.062
C -3.27191 -2.25445 -3.66434 0.0349 -0.0199 0.0036 -0.001
C -2.55186 -1.71896 -2.58752 0.2068 -0.8748 -0.3397 -0.135
C -1.53452 -2.45932 -1.97080 0.0076 0.0645 0.0189 0.013
C -1.23322 -3.73812 -2.44361 -0.3191 0.2472 -0.2054 -0.058
N -2.85820 -0.36534 -2.10966 0.1775 0.8820 0.7306 -0.293
O -3.77786 0.25027 -2.66909 1.0845 -0.8502 0.7969 0.029
O -2.17737 0.08585 -1.17750 -1.2506 -0.6095 -1.5919 0.060
H -1.69799 -5.26408 -3.89289 -0.0874 0.2190 0.0634 0.094
H -3.50828 -3.95484 -4.96959 0.0869 0.1210 0.1789 0.103
H -4.06799 -1.69315 -4.14863 0.2454 0.0245 0.2515 0.116
H -0.97108 -2.05790 -1.13107 -0.2109 0.1027 -0.1674 0.116
H -0.44317 -4.31958 -1.97354 -0.1564 0.1865 -0.0470 0.115
C 4.61242 -2.33741 -2.76069 -0.0297 -0.0382 -0.0830 -0.055
C 5.20423 -3.15115 -3.72802 -0.4503 0.0573 -0.0750 -0.072
C 4.42960 -3.69425 -4.75485 -0.0121 0.0122 -0.0067 -0.012
C 3.05780 -3.41088 -4.80618 0.5154 0.3416 0.6555 -0.151
C 2.45965 -2.60054 -3.83199 0.0944 -0.0239 -0.0288 0.001
C 3.24408 -2.06541 -2.80828 0.0595 -0.1365 -0.2307 -0.042
N 2.24290 -3.95803 -5.89753 -0.5662 -0.3837 -0.7528 -0.330
O 2.80520 -4.68590 -6.72922 -0.8916 0.9502 1.0383 0.045
O 1.04084 -3.65765 -5.92722 1.5956 -0.5197 -0.0788 0.044
H 5.22157 -1.91163 -1.96517 -0.2035 -0.0848 -0.1201 0.117
H 6.27102 -3.35977 -3.68334 -0.2354 0.0020 -0.0522 0.105
H 4.90583 -4.32643 -5.50112 -0.3195 0.1441 0.0883 0.113
H 1.39525 -2.37653 -3.85694 0.2417 -0.1639 -0.1574 0.110
H 2.78966 -1.43272 -2.04904 0.0759 -0.1403 -0.0275 0.111
C 4.27335 5.72189 -3.06021 -0.1006 -0.0492 0.1057 -0.078
C 4.56148 5.86120 -1.70164 -0.3715 -0.1735 -0.1235 -0.068
C 3.66162 5.39040 -0.74352 -0.0671 -0.0349 -0.0324 0.009
C 2.47287 4.77478 -1.15903 0.7070 0.3555 -0.6378 -0.125
C 2.17751 4.64052 -2.52219 0.0305 0.0028 0.0611 0.004
C 3.08387 5.11780 -3.47108 0.0816 0.0401 0.4186 -0.069
N 1.53473 4.25496 -0.15695 -0.7522 -0.2191 0.6274 -0.287
O 1.82291 4.40990 1.03915 -0.4215 -0.0836 -1.7662 0.059
O 0.51084 3.68752 -0.56401 2.0738 0.9966 0.2612 0.026
H 4.98070 6.08549 -3.80361 -0.1485 -0.0721 0.1516 0.105
H 5.48991 6.33447 -1.38923 -0.2225 -0.1208 -0.0086 0.107
H 3.90084 5.50649 0.31130 -0.2410 -0.1800 -0.2159 0.122
H 1.25637 4.16926 -2.85858 0.1946 0.0715 0.3050 0.119
H 2.86511 5.01557 -4.53172 -0.0072 -0.0072 0.2462 0.107
C -6.09047 2.46630 -3.65075 0.0437 0.1075 -0.0815 -0.063
C -7.08311 3.21639 -4.28335 0.4048 0.1323 -0.0682 -0.071
C -6.73519 4.31920 -5.06575 0.0496 -0.0048 -0.0095 -0.009
C -5.38364 4.66073 -5.21220 -0.2467 -0.7555 0.5259 -0.149
C -4.38559 3.91406 -4.57200 -0.1583 0.0251 -0.0438 0.007
C -4.74597 2.81498 -3.78982 -0.1185 0.3095 -0.1822 -0.059
N -5.00981 5.80360 -6.05396 0.3215 0.9675 -0.7018 -0.329
O -5.92292 6.45052 -6.58820 1.3336 -0.8572 0.7147 0.051
O -3.80306 6.05356 -6.18560 -1.7452 -0.2906 0.1427 0.056
H -6.36627 1.60388 -3.04630 0.1120 0.1727 -0.1049 0.108
H -8.12890 2.93927 -4.16897 0.2054 0.1130 -0.0532 0.105
H -7.52059 4.89350 -5.55225 0.3645 -0.0173 0.0327 0.115
H -3.33318 4.17091 -4.67305 -0.3369 0.0923 -0.0957 0.118
H -3.97837 2.22720 -3.29126 -0.2625 0.2667 -0.1630 0.080
C 1.91689 3.45059 6.84581 -0.0246 -0.0193 0.1583 -0.053
C 2.92795 3.55137 7.80276 -0.3483 -0.1386 0.1790 -0.071
C 2.67799 3.18373 9.12630 -0.0011 -0.0209 -0.0287 -0.018
C 1.40739 2.70998 9.48116 0.1449 0.2141 -0.8575 -0.162
C 0.38832 2.61507 8.52411 0.1314 0.0105 0.0502 0.009
C 0.64941 2.98838 7.20421 0.1724 0.0656 0.2997 -0.045
N 1.14579 2.29789 10.86544 -0.4516 -0.3337 0.8974 -0.334
O 2.06746 2.41473 11.68678 -1.1728 -0.2299 -0.9116 0.035
O 0.02028 1.85307 11.13263 1.7072 0.6687 -0.2413 0.057
H 2.11820 3.73311 5.81388 -0.0578 -0.1302 0.1841 0.108
H 3.91278 3.91392 7.51603 -0.1844 -0.0978 0.1108 0.105
H 3.47652 3.26807 9.86019 -0.3351 -0.1094 -0.0354 0.112
H -0.60375 2.25377 8.78679 0.3374 0.0325 0.1096 0.122
H -0.13419 2.91548 6.45327 0.2062 -0.0466 0.1575 0.072
C 5.33315 -1.45447 8.96747 -0.1660 -0.0284 -0.0281 -0.080
C 4.87017 -2.34834 8.00063 -0.2633 0.2175 0.2581 -0.066
C 3.49898 -2.49367 7.78130 -0.0573 0.0358 0.0391 0.010
C 2.59633 -1.73202 8.53620 1.0403 0.0964 0.1303 -0.133
C 3.05810 -0.83957 9.51281 -0.0012 -0.0195 -0.0731 0.000
C 4.43159 -0.70493 9.72509 -0.1409 -0.2593 -0.2856 -0.070
N 1.15466 -1.86156 8.29271 -1.3801 -0.2348 -0.3695 -0.319
O 0.78494 -2.67560 7.43344 0.5539 1.2153 1.3879 0.057
O 0.39034 -1.14694 8.95691 1.0542 -0.9613 -0.9118 0.056
H 6.40342 -1.34046 9.13097 -0.2136 -0.0206 -0.0341 0.103
H 5.57897 -2.93010 7.41521 -0.2144 0.1187 0.0814 0.108
H 3.15417 -3.19445 7.02409 -0.1409 0.2944 0.1814 0.123
H 2.36851 -0.24590 10.10927 0.0103 -0.2450 -0.2527 0.107
H 4.80010 -0.01255 10.47879 -0.1549 -0.1161 -0.1395 0.106
C -2.69331 -5.96728 -10.38536 -0.0157 -0.0392 0.1523 -0.075
C -1.68226 -5.86650 -9.42840 -0.3573 -0.1294 0.0771 -0.061
C -1.93222 -6.23414 -8.10486 -0.0674 -0.0432 0.0392 0.008
C -3.20281 -6.70789 -7.75000 0.2318 0.2818 -0.9809 -0.143
C -4.22189 -6.80280 -8.70705 0.0314 0.0013 -0.0003 -0.005
C -3.96079 -6.42949 -10.02695 0.2876 0.0150 0.3104 -0.072
N -3.46441 -7.11997 -6.36572 -0.2656 -0.3905 1.2731 -0.320
O -2.54275 -7.00314 -5.54439 -1.3667 -0.1690 -1.1590 0.051
O -4.58993 -7.56480 -6.09853 1.6463 0.6579 -0.3516 0.063
H -2.49201 -5.68476 -11.41728 -0.0430 -0.0477 0.2180 0.106
H -0.69743 -5.50395 -9.71513 -0.2011 -0.0771 0.1501 0.112
H -1.13369 -6.14980 -7.37098 -0.3078 -0.0705 -0.0384 0.121
H -5.21396 -7.16410 -8.44437 0.3334 0.0619 0.1418 0.118
H -4.74439 -6.50239 -10.77789 0.1286 -0.0014 0.2064 0.106
```
Positions in Å, forces in eV/Å.

Computed properties:
E_LUMO: 0.250 eV
Molecular weight: 1096.049 u
Charge: -1
E_HOMO: -4.70 eV
Kohn-Sham gap: 5.0 eV
Energy: -4186.58812 a.u.
Maximum force: 8.027 eV/Å

Density functional theory data (ωB97M-V/def2-TZVPD) for 2 unconnected molecules or ions with the total composition C2H4N4 at a distorted geometry.

```
10
Properties=species:S:1:pos:R:3:forces:R:3:lowdin_charge:R:1
N -1.60667 -0.07980 -0.17210 -0.1237 0.3007 -0.2044 0.047
C -1.58397 1.15409 -0.57600 0.1627 -0.6338 0.3270 -0.091
N 1.91149 -2.87446 0.11368 0.1387 1.1223 0.1965 0.039
C 2.03215 -1.74259 0.30660 -0.1344 -0.9831 -0.1742 -0.116
N 0.68132 1.02648 0.38883 -0.5613 0.3452 -0.3145 0.047
N -0.21354 1.66916 -0.13204 0.4512 -0.0576 0.1854 -0.198
H -0.78741 -0.48146 0.30957 -0.0551 0.1034 -0.0644 0.076
H -2.40846 -0.66230 -0.36329 0.0996 0.1185 0.0182 0.098
H 2.08261 -0.68144 0.47884 0.0142 -0.1827 -0.0031 -0.007
H -0.10751 2.67233 -0.35410 0.0081 -0.1329 0.0337 0.105
```
Positions in Å, forces in eV/Å.

Computed properties:
E_LUMO: -0.517 eV
Molecular weight: 84.082 u
Energy above the lowest of the compared OMol25 structures with the same formula, charge and spin: 109.0 kcal/mol
E_HOMO: -8.99 eV
Kohn-Sham gap: 8.5 eV
Energy: -297.47055 a.u.
Maximum force: 1.148 eV/Å

Question: The lowest molecular weight belongs to which entry?
Answer: C2H4N4

Question: The lowest Kohn-Sham gap belongs to which entry?
Answer: C18H18F3NO7Pt